Record 1
C9H15N5O6P2S5SbTc as an isolated structure, computed with the ωB97M-V functional and the def2-TZVPD basis.

```
! wB97M-V def2-TZVPD RIJCOSX def2/J DEFGRID3
* xyz 2 1
Tc -0.16915 -1.34328 -0.47937
N -2.75290 -1.07758 -4.11179
C -2.22091 -1.19573 -2.90502
S -0.48567 -1.51128 -2.78208
N -2.95054 -1.09816 -1.83773
N -2.30541 -1.27406 -0.69144
C -3.00131 -1.26003 0.39489
C -2.27690 -1.48731 1.61087
C -2.87038 -1.69521 2.84951
C -2.06551 -2.00341 3.93026
C -0.68712 -2.07310 3.75119
C -0.15940 -1.85218 2.49606
N -0.93745 -1.56329 1.44595
H -2.20019 -1.18132 -4.94460
H -3.74932 -0.94576 -4.19806
H -4.07360 -1.11110 0.36503
H -3.94717 -1.65240 2.93666
H -2.49935 -2.21134 4.89894
H -0.02290 -2.31361 4.56829
H 0.90630 -1.90974 2.32099
N 0.69825 3.74186 0.61316
C 1.39137 2.72497 -0.25964
C 2.42704 3.41710 -1.13678
P -0.05498 2.01762 -1.27024
O 0.51298 1.62344 -2.69569
O -0.99064 3.16981 -1.26682
O -0.50992 0.74758 -0.59109
P 2.13837 1.32266 0.65588
O 3.47135 1.96347 1.18020
O 2.55137 0.42328 -0.63035
O 1.35881 0.57074 1.64461
H -0.23330 3.89083 0.07564
H 1.21351 4.61804 0.68386
H 0.48739 3.40675 1.55383
H 1.95077 4.16874 -1.76984
H 2.92468 2.69577 -1.78112
H 3.19446 3.90076 -0.53078
H 0.45478 2.33804 -3.35153
H 4.02601 1.44503 1.78509
S 3.54743 -3.79303 1.54718
Sb 2.64406 -4.05303 -0.49761
S 2.02970 -1.14143 -0.81786
S 0.23216 -3.59715 -0.19984
S 3.00325 -4.84196 -2.55883
*
```

## Properties
Kohn-Sham gap (alpha / beta)	5.39 / 5.38	eV
LUMO level (alpha / beta)	-8.871 / -8.878	eV
highest occupied orbital energy (alpha / beta)	-14.26 / -14.26	eV
energy	-110792.162	eV
M	731.291	g/mol

Löwdin atomic charge list, values in e, 8 entries:
1 Tc 0.852
2 N 0.147
3 C -0.732
4 S 0.729
5 N 0.028
6 N -0.161
7 C -0.005
8 C -0.228

---

Record 2
A 2-piece molecular cluster, C11H22BrFNO3 overall, computed with the ωB97M-V functional and the def2-TZVPD basis.

```
! wB97M-V def2-TZVPD RIJCOSX def2/J DEFGRID3
* xyz 1 1
C -3.79239 -2.54483 2.17965
C -2.66539 -1.79580 2.12153
N -1.77956 -1.79429 0.90653
O -2.47675 -2.62956 -0.01177
C -1.74357 -0.42395 0.30061
C -1.90275 -0.49467 -1.20108
O -0.97621 -0.75927 -1.89449
F -3.09868 -0.24807 -1.68490
C -0.40472 -2.39449 1.08258
C 0.36011 -2.01847 2.34209
C 0.35524 -0.55142 2.77366
Br -0.11076 -3.19452 3.82768
H -4.71536 -2.02114 2.40580
H -3.78621 -3.62469 2.08592
H -2.33385 -1.24325 2.99015
H -1.81079 -3.07847 -0.55962
H -2.57522 0.13336 0.72758
H -0.82683 0.10932 0.52284
H 0.19883 -2.07015 0.23057
H -0.45593 -3.47731 1.01174
H 1.39518 -2.26628 2.12808
H 1.07266 0.01549 2.17852
H 0.68194 -0.50231 3.80639
H -0.60345 -0.05209 2.67513
C 1.49916 0.89988 -2.90301
C 1.02066 1.84874 -1.81689
O 2.00513 2.17747 -0.85680
C 3.15210 2.85353 -1.35579
C 2.84282 4.20082 -1.98349
H 1.97814 0.02396 -2.46235
H 0.66153 0.57139 -3.51673
H 2.22509 1.37642 -3.56193
H 0.22027 1.37116 -1.24884
H 0.59386 2.75619 -2.25785
H 3.69793 2.21403 -2.05707
H 3.80124 2.99652 -0.49259
H 2.28090 4.09663 -2.91310
H 3.76763 4.72796 -2.21471
H 2.24795 4.81216 -1.30403
*
```

## Properties
energy above the lowest of the compared OMol25 structures with the same formula, charge and spin	0.00	kJ/mol
Kohn-Sham gap	7.71	eV
LUMO level	-4.356	eV
highest occupied orbital energy	-12.06	eV
energy	-92144.486	eV
M	315.203	g/mol

natural (NBO) atomic charge list, values in e, 8 entries:
1 C -0.293
2 C -0.095
3 N 0.037
4 O -0.505
5 C -0.352
6 C 0.864
7 O -0.498
8 F -0.280

---

Record-wise strongest force on any atom values, in eV/A: 1.9; 2.5